No. 1
Here is 2 unconnected molecules or ions with the total composition C5H11O2 from the OMol25 dataset. Energies are from wB97M-V/def2-TZVPD.

Last column: Löwdin charge in e.
Element x y z (Å)
C  -0.555  -0.109  -2.383  -0.050
C  0.585  0.207  -3.415  -0.796
O  1.759  -0.119  -3.163  -0.102
O  0.155  0.713  -4.484  -0.129
H  -0.187  -0.355  -1.378  0.002
H  -1.192  -0.956  -2.661  0.060
H  -1.093  0.796  -2.191  0.043
C  -0.317  0.246  1.389  -0.271
C  0.907  -0.565  0.948  -0.132
C  -0.504  0.281  2.993  -0.112
H  -1.164  -0.140  0.835  0.086
H  -0.199  1.321  1.234  0.087
H  0.916  -1.610  1.237  0.067
H  0.936  -0.625  -0.150  0.038
H  -0.620  1.355  3.110  0.045
H  0.175  -0.153  3.726  0.055
H  1.851  -0.078  1.167  0.067
H  -1.452  -0.210  3.187  0.042

**F_max**: 0.0519 hartree/bohr
**Total charge**: -1
**2S+1**: 1
**Frontier orbital gap**: 7.084 eV
**ΔE to the lowest compared entry with this formula, charge and spin**: 101.0 kJ/mol
**E_tot**: -9458.9827 eV
**E_HOMO**: -0.137 hartree

---

No. 2
Here is 2 unconnected molecules or ions with the total composition C5H11O2 from the OMol25 dataset. Energies are from wB97M-V/def2-TZVPD.

Last column: Löwdin charge in e.
Element x y z (Å)
C  -0.197  0.149  -1.519  -0.299
C  -0.346  1.144  -0.373  -0.120
C  0.623  0.697  -2.711  -0.134
H  -1.113  -0.335  -1.851  0.092
H  0.428  -0.659  -1.129  0.084
H  0.539  1.795  -0.396  0.069
H  -1.100  1.932  -0.453  0.072
H  0.789  1.765  -2.643  0.049
H  0.138  0.479  -3.663  0.054
H  -0.413  0.623  0.566  0.012
H  1.646  0.315  -2.706  0.060
C  0.344  -1.319  1.984  -0.060
C  -0.870  -0.853  2.845  -0.808
O  -1.189  0.351  2.738  -0.103
O  -1.361  -1.737  3.574  -0.109
H  0.776  -0.551  1.359  0.027
H  0.237  -2.322  1.581  0.054
H  1.068  -1.474  2.800  0.059

**F_max**: 0.0373 hartree/bohr
**Total charge**: -1
**2S+1**: 1
**Frontier orbital gap**: 7.521 eV
**ΔE to the lowest compared entry with this formula, charge and spin**: 61.2 kJ/mol
**E_tot**: -9459.3945 eV
**E_HOMO**: -0.146 hartree

---

No. 3
Here is a molecular structure, C5H11O2 from the OMol25 dataset. Energies are from wB97M-V/def2-TZVPD.

Last column: Löwdin charge in e.
Element x y z (Å)
C  -0.977  -1.579  0.380  -0.321
O  -1.636  -0.484  0.921  -0.172
C  0.105  -1.301  -0.695  -0.198
C  0.939  -0.058  -0.831  -0.237
C  0.265  1.261  -0.592  -0.223
C  0.229  1.716  0.892  -0.390
O  0.178  0.671  1.787  -0.256
H  -1.754  -2.232  -0.096  0.103
H  -0.449  -2.067  1.175  0.084
H  -0.278  -1.558  -1.622  0.060
H  0.825  -2.104  -0.563  0.092
H  1.719  -0.073  -0.091  0.099
H  1.325  -0.040  -1.841  0.093
H  -0.755  1.163  -0.891  0.080
H  0.675  2.050  -1.276  0.101
H  -0.709  2.274  0.971  0.091
H  1.104  2.312  1.049  0.073
H  -0.806  0.049  1.322  -0.078

**F_max**: 0.0489 hartree/bohr
**Total charge**: -1
**2S+1**: 1
**Frontier orbital gap**: 7.639 eV
**ΔE to the lowest compared entry with this formula, charge and spin**: 237.6 kJ/mol
**E_tot**: -9457.5662 eV
**E_HOMO**: -0.121 hartree

---

No. 4
Here is 2 unconnected molecules or ions with the total composition C5H11O2 from the OMol25 dataset. Energies are from wB97M-V/def2-TZVPD.

Last column: Löwdin charge in e.
Element x y z (Å)
C  1.016  0.439  2.546  -0.203
C  0.175  1.662  2.422  -0.178
C  1.006  -0.726  1.293  -0.710
O  0.610  -0.439  0.171  -0.058
O  1.499  -1.777  1.732  -0.094
H  2.090  0.590  2.613  0.072
H  0.651  -0.211  3.382  0.086
H  0.576  2.391  1.740  0.045
H  -0.014  2.311  3.255  0.033
H  -0.817  1.303  1.969  0.093
C  -0.153  -0.354  -2.578  -0.182
C  -1.522  -1.067  -2.632  -0.180
H  0.233  -0.015  -1.639  0.003
H  0.672  -0.923  -3.000  0.056
H  -0.188  0.516  -3.228  0.044
H  -1.888  -1.492  -1.624  0.086
H  -2.415  -0.491  -2.866  0.026
H  -1.529  -1.718  -3.555  0.060

**F_max**: 0.0518 hartree/bohr
**Total charge**: -1
**2S+1**: 1
**Frontier orbital gap**: 7.835 eV
**ΔE to the lowest compared entry with this formula, charge and spin**: 114.8 kJ/mol
**E_tot**: -9458.8393 eV
**E_HOMO**: -0.140 hartree

---

No. 5
Here is 2 unconnected molecules or ions with the total composition C5H11O2 from the OMol25 dataset. Energies are from wB97M-V/def2-TZVPD.

Last column: Löwdin charge in e.
Element x y z (Å)
C  0.748  -1.022  -2.480  -0.057
C  1.802  -0.059  -1.872  -0.802
O  3.002  -0.410  -1.940  -0.111
O  1.327  1.005  -1.416  -0.110
H  0.619  -0.826  -3.540  0.048
H  -0.187  -0.845  -1.952  0.037
H  1.044  -2.075  -2.400  0.052
C  -0.559  0.275  0.819  -0.323
C  -1.464  -0.700  1.576  -0.129
C  -0.224  1.531  1.662  -0.126
H  0.420  -0.169  0.634  0.090
H  -0.923  0.611  -0.144  0.084
H  -0.894  -1.421  2.151  0.059
H  -2.249  -1.146  0.961  0.057
H  0.351  1.221  2.542  0.064
H  0.385  2.187  1.046  0.062
H  -2.054  -0.151  2.324  0.051
H  -1.142  1.992  2.028  0.053

**F_max**: 0.0235 hartree/bohr
**Total charge**: -1
**2S+1**: 1
**Frontier orbital gap**: 7.645 eV
**ΔE to the lowest compared entry with this formula, charge and spin**: 27.9 kJ/mol
**E_tot**: -9459.7400 eV
**E_HOMO**: -0.143 hartree

---

No. 6
Here is 2 unconnected molecules or ions with the total composition C5H11O2 from the OMol25 dataset. Energies are from wB97M-V/def2-TZVPD.

Last column: Löwdin charge in e.
Element x y z (Å)
C  0.791  1.864  -0.945  -0.180
C  1.677  1.968  0.299  -0.181
H  1.342  2.075  -1.858  0.048
H  0.239  0.927  -0.985  0.022
H  -0.111  2.475  -0.809  0.061
H  1.900  0.942  0.600  0.056
H  2.641  2.458  0.149  0.045
H  1.146  2.447  1.115  0.055
C  -1.313  -1.800  0.484  -0.206
C  -0.906  -1.629  -0.985  -0.131
C  -0.690  -0.907  1.575  -0.750
O  -0.699  0.335  1.396  -0.081
O  -0.320  -1.523  2.602  -0.101
H  -2.366  -1.976  0.677  0.092
H  -0.947  -2.802  0.710  0.080
H  -1.049  -2.564  -1.527  0.048
H  0.164  -1.417  -1.003  0.065
H  -1.499  -0.872  -1.495  0.056

**F_max**: 0.0374 hartree/bohr
**Total charge**: -1
**2S+1**: 1
**Frontier orbital gap**: 7.892 eV
**ΔE to the lowest compared entry with this formula, charge and spin**: 58.0 kJ/mol
**E_tot**: -9459.4283 eV
**E_HOMO**: -0.143 hartree